Below is an isolated molecule of C22H24N4O5S in a non-equilibrium geometry, with properties calculated with ωB97M-V/def2-TZVPD.

ORCA input file:
```
! wB97M-V def2-TZVPD RIJCOSX def2/J DEFGRID3
* xyz 0 1
C 1.6595 -2.2609 1.1128
C -1.9902 -3.4870 3.8406
H -2.1875 5.7293 -1.4552
H -0.9022 0.0288 -5.3371
H 3.5368 -0.2851 3.0814
C 2.8333 0.2583 1.1248
C 0.2725 1.0972 -3.8556
H 3.5307 2.0828 2.9803
H 1.5813 3.6953 -2.3521
H -1.4586 -3.0921 0.0362
O 0.6034 -4.2676 -0.2199
O 1.5776 -4.7350 2.0018
C -2.9637 -2.9827 1.6006
N -0.6260 -3.5760 1.8395
H -1.2801 -1.7011 1.1426
H -0.3011 -2.2071 3.4036
N 0.2656 2.2665 -3.1192
H -1.9803 -3.2268 4.9000
C -3.1769 4.6194 -3.0005
H -3.2391 -4.0275 1.4536
C -3.1023 3.5442 -3.8509
C 4.1664 1.9690 2.0979
H 2.3240 2.2217 -3.0368
C 2.0619 -0.1658 0.0210
N -1.9261 1.6660 -4.7100
C -0.8580 3.0574 -3.0352
H -3.9129 3.2788 -4.5102
C -0.9671 4.1377 -2.1539
H 1.8871 0.2329 -2.0133
C 1.5488 1.9787 -1.0322
N 1.8969 0.6734 -1.0913
H 0.1372 -3.9130 3.7054
C -1.5461 -2.7698 1.0741
C -0.9045 0.8933 -4.6872
C -2.1125 4.9020 -2.1444
C 2.3710 -1.8429 2.2179
H -4.0197 -2.8384 3.4803
H -2.7980 -1.5858 3.2313
O 1.2671 2.5978 -0.0331
H 2.4876 -2.5158 3.0518
H -3.6584 -2.3569 1.0385
C 1.4958 -1.4305 0.0208
O 1.2283 0.3300 -3.8018
H 0.9427 -1.7866 -0.8343
C -0.6026 -3.2566 3.2465
O 3.4422 1.4565 1.0046
H -0.1799 4.3532 -1.4500
H 4.5158 2.9495 1.7792
C -1.9537 2.7427 -3.8750
C -3.0193 -2.6466 3.0888
C 1.4983 2.6122 -2.4350
C 2.9599 -0.5894 2.2233
H -4.0607 5.2379 -2.9802
H 5.0269 1.3372 2.3408
S 0.8514 -3.8595 1.1303
H -2.2425 -4.5434 3.7441
*
```

The calculation puts the largest force on an atom at 0.0195 hartree/bohr. For the relative energy (zero: lowest compared OMol25 entry of this formula, charge and spin), the calculation gives 27.16 kcal per mole. Its HOMO energy is -8.74 eV. For the lowest unoccupied orbital energy, the calculation gives -0.47 eV. Its structure (SMILES) is COc1ccc(S(=O)(=O)N2CCCCC2)cc1NC(=O)Cn1c(=O)cnc2ccccc21. The value obtained for the molar mass is 456.5 Da.

Here are the natural (NBO) charges for atoms 1 to 6, given in e: atom 1 (C): -0.369, atom 2 (C): -0.402, atom 3 (H): 0.220, atom 4 (H): 0.209, atom 5 (H): 0.227, atom 6 (C): 0.314

***

Below is a cluster of 2 separate species, C4H5O2 in total in a non-equilibrium geometry, with properties calculated with ωB97M-V/def2-TZVPD.

ORCA input file:
```
! wB97M-V def2-TZVPD RIJCOSX def2/J DEFGRID3
* xyz 1 1
C 1.2567 0.3596 -0.2056
H 1.1739 -1.7618 -0.8165
H 1.0584 1.2449 -0.6937
C 1.2918 0.4874 1.1785
H 1.2142 -0.3701 -2.0506
C 1.2381 -0.7173 -1.0236
O -1.2204 0.5805 0.9776
H -3.2597 0.1045 0.6118
O 1.3154 0.6588 2.2833
H -1.9630 -0.6574 -0.5780
C -2.1054 0.0709 0.3167
*
```

The calculation puts the largest force on an atom at 0.0471 hartree/bohr. For the relative energy (zero: lowest compared OMol25 entry of this formula, charge and spin), the calculation gives 48.19 kcal per mole. Its HOMO energy (alpha / beta) is -14.64 / -14.64 eV. For the lowest unoccupied orbital energy (alpha / beta), the calculation gives -6.25 / -6.25 eV. The value obtained for the molar mass is 85.1 Da.

Here are the natural (NBO) charges for atoms 1 to 6, given in e: atom 1 (C): -0.472, atom 2 (H): 0.245, atom 3 (H): 0.299, atom 4 (C): 0.958, atom 5 (H): 0.241, atom 6 (C): -0.096

***

Below is a structure of composition C2H5N3 in a non-equilibrium geometry, with properties calculated with ωB97M-V/def2-TZVPD.

ORCA input file:
```
! wB97M-V def2-TZVPD RIJCOSX def2/J DEFGRID3
* xyz 0 1
C -1.3421 0.4662 -0.0466
N 0.8408 -0.3872 0.1137
H -1.8742 1.4257 -0.3517
H 2.7383 -1.0378 -0.1477
N 0.0172 0.6314 0.2747
C 2.0756 -0.1787 -0.1303
H -1.1321 -1.4254 0.1361
H 0.4807 1.6204 -0.3916
H 2.5923 0.8308 -0.2388
N -1.8874 -0.6925 -0.0948
*
```

The calculation puts the largest force on an atom at 0.1354 hartree/bohr. For the relative energy (zero: lowest compared OMol25 entry of this formula, charge and spin), the calculation gives 57.07 kcal per mole. Its HOMO energy is -9.27 eV. For the lowest unoccupied orbital energy, the calculation gives 0.62 eV. The value obtained for the molar mass is 71.1 Da.

Here are the natural (NBO) charges for atoms 1 to 6, given in e: atom 1 (C): 0.245, atom 2 (N): -0.228, atom 3 (H): 0.185, atom 4 (H): 0.193, atom 5 (N): -0.419, atom 6 (C): -0.137

***

Below is a cluster of 3 separate species, C5H16FN2O4P in total, with properties calculated with ωB97M-V/def2-TZVPD.

ORCA input file:
```
! wB97M-V def2-TZVPD RIJCOSX def2/J DEFGRID3
* xyz 0 1
H -2.7281 -1.6805 3.6496
H -0.9685 2.9515 -1.6864
H -0.3840 1.7766 0.3711
H -2.4942 -2.7958 2.2590
H 4.3419 2.2144 -0.6510
O 0.7773 -0.8977 -0.1871
C 2.4799 2.9257 -1.5480
H 3.0656 3.8328 -1.7104
H 0.6933 1.1470 -1.7648
O -4.6127 -2.9660 4.3882
H 0.5174 -2.6158 -2.0797
H 1.4796 3.1865 0.3539
H -1.2620 0.9870 -1.2719
H 0.8925 4.2539 -0.9110
H -3.5376 -1.3756 2.0733
P -0.1960 1.9668 -1.0192
H -0.1864 -3.8257 -0.9486
C 0.5147 -3.0090 -1.0677
H 1.5232 -3.2864 -0.7769
C -3.1764 -2.1255 2.7700
C 1.2369 3.2342 -0.7152
C 3.3637 1.8344 -0.9501
N -4.3519 -2.9299 3.2040
O -0.9006 -2.0535 0.5076
O -4.9749 -3.5000 2.3325
H 2.8923 1.3618 -0.0851
H 2.1945 2.5715 -2.5467
N 0.0929 -1.8975 -0.1721
F 3.6039 0.8234 -1.8846
*
```

The calculation puts the largest force on an atom at 0.0050 hartree/bohr. For the relative energy (zero: lowest compared OMol25 entry of this formula, charge and spin), the calculation gives 0.00 kcal per mole. Its HOMO energy is -8.20 eV. For the lowest unoccupied orbital energy, the calculation gives -0.13 eV. Its structure (SMILES) is C[N+](=O)[O-].C[N+](=O)[O-].FCCC[PH4]. The value obtained for the molar mass is 218.2 Da.

Here are the natural (NBO) charges for atoms 1 to 6, given in e: atom 1 (H): 0.227, atom 2 (H): -0.029, atom 3 (H): -0.031, atom 4 (H): 0.244, atom 5 (H): 0.165, atom 6 (O): -0.381

***

Below is an isolated molecule of C4H6N2 in a non-equilibrium geometry, with properties calculated with ωB97M-V/def2-TZVPD.

ORCA input file:
```
! wB97M-V def2-TZVPD RIJCOSX def2/J DEFGRID3
* xyz 0 1
C -0.7695 -0.4885 -0.1301
H -1.0619 0.1618 0.6465
N 1.0866 1.3340 -0.3618
H -1.6069 -0.7465 -0.8235
N 4.0897 -0.4655 -0.1239
H 0.4595 2.0480 -0.0126
H 1.2437 0.1070 1.4649
C 0.5336 0.0557 -0.5895
C 3.0570 -0.1196 0.2342
C 1.6478 0.3046 0.4370
H -0.4194 -1.4723 0.3335
H 0.7687 -0.3464 -1.4946
*
```

The calculation puts the largest force on an atom at 0.0581 hartree/bohr. For the relative energy (zero: lowest compared OMol25 entry of this formula, charge and spin), the calculation gives 54.31 kcal per mole. Its HOMO energy is -10.06 eV. For the lowest unoccupied orbital energy, the calculation gives 0.83 eV. Its structure (SMILES) is C[C@H]1N[C@@H]1C#N. The value obtained for the molar mass is 82.1 Da.

Here are the natural (NBO) charges for atoms 1 to 6, given in e: atom 1 (C): -0.638, atom 2 (H): 0.204, atom 3 (N): -0.570, atom 4 (H): 0.237, atom 5 (N): -0.308, atom 6 (H): 0.375

***

Below is the ion C5H6BrClO3P with charge -1 in a non-equilibrium geometry, with properties calculated with ωB97M-V/def2-TZVPD.

ORCA input file:
```
! wB97M-V def2-TZVPD RIJCOSX def2/J DEFGRID3
* xyz -1 1
C -2.5323 0.1692 1.6042
C -0.7246 0.3840 -1.0733
C 0.2708 1.0046 -0.0953
H -3.4470 0.1063 2.1750
Br 0.7027 2.8208 -0.3338
O -4.4331 0.7710 -0.3012
Cl -0.3421 0.7992 3.2310
H 1.0422 -0.8940 0.5240
P -3.1331 0.0794 -0.2177
C -1.3289 0.4986 1.8568
H 1.7855 0.3732 1.2864
O -2.9919 -1.3229 -0.6816
C 1.3791 0.0859 0.3192
O -1.9451 1.0634 -1.0248
H -0.2707 0.7126 -2.0046
H -0.8112 -0.7272 -1.0269
H 1.9352 -0.0536 -0.5409
*
```

The calculation puts the largest force on an atom at 0.0731 hartree/bohr. Its HOMO energy (alpha / beta) is -4.71 / -4.66 eV. For the lowest unoccupied orbital energy (alpha / beta), the calculation gives 2.83 / 2.84 eV. The value obtained for the molar mass is 260.4 Da.

Here are the natural (NBO) charges for atoms 1 to 6, given in e: atom 1 (C): -0.687, atom 2 (C): -0.182, atom 3 (C): 0.024, atom 4 (H): 0.245, atom 5 (Br): 0.055, atom 6 (O): -1.146

***

Look up the largest force on an atom of the third one.
0.1354 hartree/bohr